156
Properties=species:S:1:pos:R:3:forces:R:3 method="wB97M-V/def2-TZVPD" energy_ev=-104341.098 e_homo_ha=-0.3425 e_lumo_ev=0.4 smiles="C[C@H]1COC(=O)O1.C[C@H]1COC(=O)O1.C[C@H]1COC(=O)O1.C[C@H]1COC(=O)O1.C[C@H]1COC(=O)O1.C[C@H]1COC(=O)O1.C[C@H]1COC(=O)O1.C1CCOC1.C1CCOC1.C1CCOC1.C1CCOC1.C1CCOC1" multiplicity=1 de_lowest_ev=0.000
C -3.741107 -2.007612 -4.764862 0.010 0.354 0.165
C -3.314915 -1.317719 -3.512288 1.693 0.347 0.230
C -4.347562 -0.742093 -2.596143 -1.411 0.511 -0.125
O -3.995641 -1.163018 -1.299683 0.510 -0.949 0.964
C -3.036172 -2.109550 -1.358211 0.632 0.182 1.853
O -2.573456 -2.671929 -0.364210 -1.157 1.100 -2.450
O -2.614275 -2.240251 -2.621791 0.147 -0.740 0.080
H -2.891430 -2.334872 -5.364593 -0.070 -0.100 0.135
H -4.313979 -1.293003 -5.345423 -0.188 0.055 -0.229
H -4.368011 -2.828039 -4.479426 -0.401 -0.666 -0.191
H -2.579690 -0.537317 -3.736765 -0.029 -0.154 -0.006
H -5.368750 -1.086638 -2.798277 0.126 -0.049 -0.112
H -4.349765 0.336714 -2.582704 -0.068 0.180 -0.274
C 0.716199 -2.374137 -2.908157 -0.616 0.215 0.047
C 0.329871 -2.740125 -4.302109 -0.085 0.754 -1.331
C 1.444946 -2.645130 -5.331508 1.550 -0.552 0.310
O 1.097351 -3.691872 -6.241579 0.059 -0.543 -0.343
C 0.382348 -4.668544 -5.574407 0.901 3.933 0.713
O 0.152868 -5.728334 -5.980926 -0.540 -2.230 -0.627
O -0.013941 -4.117673 -4.396849 -0.485 -1.121 0.318
H -0.174145 -2.373249 -2.268868 0.270 -0.027 0.004
H 1.150846 -1.379514 -2.913149 0.039 0.228 0.078
H 1.458363 -3.060704 -2.529218 0.187 -0.192 0.178
H -0.506748 -2.158215 -4.739784 0.032 -0.159 0.682
H 2.431513 -2.923458 -4.844139 -0.892 0.355 -0.506
H 1.591885 -1.700332 -5.895119 -0.458 -0.581 0.477
C -2.155886 2.388430 -5.012355 1.394 -0.275 -0.055
C -1.285738 3.370031 -4.249764 0.172 0.411 0.058
C 0.138247 2.916999 -3.956862 0.743 -0.599 0.021
O 0.993301 3.726659 -4.809731 -0.012 0.000 0.082
C 0.271406 4.709553 -5.357771 -1.074 0.796 -0.896
O 0.664366 5.620238 -6.050238 -0.013 -1.246 1.035
O -1.049275 4.536190 -5.063582 0.422 0.520 -0.327
H -1.590536 2.046195 -5.889958 -0.348 0.393 -0.235
H -3.093822 2.846181 -5.244173 -0.545 0.112 -0.352
H -2.293121 1.481655 -4.444478 -0.299 0.032 0.442
H -1.769335 3.735466 -3.354105 -0.190 -0.153 0.243
H 0.258025 1.869455 -4.236675 0.230 0.108 0.007
H 0.515746 3.056604 -2.935485 -0.520 -0.013 -0.223
C 3.918340 4.281105 -2.791489 0.295 1.085 -0.760
C 4.547046 3.927086 -1.494150 0.141 -0.088 1.007
C 4.562024 5.075837 -0.442714 -0.955 -1.647 -0.102
O 4.291650 4.341883 0.771323 0.022 -1.305 1.069
C 3.803862 3.053953 0.512734 0.550 1.050 -0.449
O 3.504946 2.186355 1.288986 0.266 1.396 -0.322
O 3.721490 2.931114 -0.816759 -0.081 -0.305 -0.370
H 4.020607 3.461567 -3.481312 -0.532 -0.389 -0.276
H 4.454393 5.113532 -3.287136 0.006 -0.272 0.417
H 2.891706 4.653963 -2.673724 0.152 -0.510 -0.045
H 5.510035 3.383549 -1.608461 -0.251 0.863 -0.015
H 3.683363 5.720836 -0.566307 0.383 0.179 -0.347
H 5.491527 5.636482 -0.370877 -0.080 -0.143 0.124
C -1.412482 0.589542 6.881874 -0.391 0.545 -0.023
C -1.846569 0.529393 5.417853 -0.897 -0.888 0.865
C -3.345010 0.888379 5.163927 0.384 -0.126 2.241
O -3.320876 1.522748 3.928648 -0.607 0.376 -1.124
C -2.087879 1.923131 3.643186 1.025 0.729 -1.148
O -1.801076 2.601289 2.678447 -0.258 -0.771 1.167
O -1.209054 1.455127 4.547315 0.447 0.530 -0.344
H -1.584208 1.567342 7.334120 -0.037 0.189 -0.184
H -0.362696 0.339300 7.057745 -0.195 -0.238 -0.288
H -2.069419 -0.098091 7.434923 0.349 -0.050 -0.153
H -1.633698 -0.503276 5.094693 -0.056 0.464 -0.397
H -3.741727 1.615205 5.931541 0.397 -0.738 -0.611
H -3.976383 0.005637 5.136322 -0.094 0.019 -0.112
C -3.311659 4.840488 0.668323 -0.215 -0.206 -0.665
C -3.296194 3.495223 -0.031233 0.336 -0.879 1.265
C -4.284815 2.435897 0.520396 -0.096 1.809 0.460
O -4.884638 1.945701 -0.640744 -0.790 -0.452 -1.062
C -4.559913 2.689308 -1.720034 -1.443 -1.112 -2.349
O -5.037073 2.466901 -2.841901 1.426 0.833 2.829
O -3.678396 3.624507 -1.402685 -0.109 0.382 -0.401
H -2.549793 5.476021 0.216241 -0.091 0.073 0.114
H -3.120092 4.749930 1.737653 -0.027 -0.157 -0.103
H -4.302798 5.275420 0.488048 0.198 0.124 0.219
H -2.331686 2.992604 -0.003925 0.296 0.508 -0.162
H -5.029395 2.878646 1.210534 0.090 -0.162 -0.466
H -3.790214 1.652206 1.037537 0.510 -0.717 0.334
C -0.479053 -0.626612 1.679796 -0.824 0.209 0.391
C -0.131457 0.430371 0.704084 -0.156 0.230 0.361
C 1.053710 0.134244 -0.191255 -0.281 -0.806 1.301
O 0.647503 0.677309 -1.398240 -2.079 1.111 -2.215
C -0.747229 0.808796 -1.413674 -0.189 0.473 -1.990
O -1.422473 1.112704 -2.402688 1.955 -0.885 2.475
O -1.242129 0.562269 -0.212547 0.172 0.095 -0.610
H 0.359477 -0.807538 2.331867 0.220 -0.350 0.290
H -0.780866 -1.494795 1.110985 0.179 -0.560 0.032
H -1.360010 -0.341985 2.277713 0.410 -0.023 -0.073
H -0.014369 1.413448 1.134695 0.035 0.296 0.457
H 1.200445 -0.950888 -0.313928 0.267 0.248 0.076
H 1.924380 0.658230 0.196390 0.256 -0.207 -0.211
C 5.142114 -1.706938 0.291282 0.810 -0.113 -0.255
C 4.713629 -3.066710 0.861521 -0.788 1.223 0.805
C 3.234769 -2.998341 0.517079 -0.601 -0.299 -0.693
O 3.191727 -2.499442 -0.847436 0.596 -0.226 0.500
C 4.261680 -1.525483 -0.936229 -0.551 -0.284 -0.970
H 6.185166 -1.773490 -0.023886 0.060 0.410 0.167
H 5.014141 -0.875078 1.000229 0.049 -0.429 -0.049
H 4.925501 -3.076110 1.938892 -0.210 -0.270 -0.248
H 5.188933 -3.919040 0.398859 0.152 -0.124 -0.286
H 2.690374 -2.226475 1.049187 0.096 0.141 1.019
H 2.645142 -3.920563 0.596963 0.348 0.279 -0.284
H 3.806350 -0.505029 -1.032831 0.570 -0.722 -0.008
H 4.831311 -1.819683 -1.844887 -0.396 0.621 0.335
C 3.058937 -0.373928 3.886998 -0.587 -0.109 -0.757
C 3.136649 -1.863181 4.163980 1.089 0.135 0.649
C 3.014729 -1.851127 5.681011 -1.012 0.253 -0.249
O 1.890620 -0.953571 5.890673 0.354 -0.152 -0.457
C 1.901915 0.017113 4.800812 -0.561 0.211 0.512
H 2.875019 -0.163343 2.825641 -0.054 0.156 0.240
H 3.989128 0.130255 4.165407 -0.132 -0.093 0.041
H 4.071202 -2.296197 3.846574 0.424 -0.173 -0.172
H 2.340206 -2.438532 3.707720 -0.371 0.021 -0.022
H 3.896783 -1.432434 6.200483 -0.160 -0.358 -0.313
H 2.752822 -2.839985 6.060953 0.026 0.176 0.316
H 2.048079 0.993439 5.257227 0.012 0.220 -0.057
H 0.894457 0.040068 4.313741 0.856 -0.292 0.275
C -1.030565 -5.428006 -1.017516 -1.347 1.439 0.193
C 0.155565 -6.044105 -1.613680 1.115 -0.841 -1.415
C 1.025447 -6.259524 -0.425832 0.490 0.540 0.988
O 0.867194 -5.000397 0.330016 0.047 -1.395 -0.435
C -0.462769 -4.515467 0.066111 0.339 0.437 0.132
H -1.711265 -6.170022 -0.599478 -0.115 0.059 -0.077
H -1.507257 -4.825778 -1.790257 -0.588 -0.113 0.231
H 0.618781 -5.368158 -2.338831 0.071 -0.030 0.203
H -0.123938 -6.935537 -2.173727 0.264 -0.252 0.089
H 2.088323 -6.460971 -0.579372 -0.028 0.465 -0.209
H 0.670570 -7.115291 0.149740 -0.276 0.017 0.361
H -0.396891 -3.467132 -0.278071 0.118 -0.549 0.176
H -1.042459 -4.515359 0.997201 0.088 -0.006 -0.300
C -0.844145 -4.803036 4.645359 -0.087 -1.583 0.111
C -1.986447 -4.745653 3.607662 0.151 0.112 -0.372
C -2.310466 -3.224739 3.516012 -0.903 -0.609 -0.119
O -1.306960 -2.525952 4.212742 0.704 -0.357 -0.363
C -0.947336 -3.430677 5.240711 -0.484 0.646 1.471
H 0.162043 -5.110124 4.296311 -0.578 0.591 -0.276
H -1.138205 -5.611381 5.351756 0.417 0.727 -0.032
H -2.837383 -5.311235 3.995143 -0.028 0.208 -0.102
H -1.741211 -5.191275 2.636310 0.079 0.216 0.314
H -3.261054 -3.024723 4.035752 -0.053 -0.090 -0.213
H -2.388496 -2.877893 2.494957 0.082 0.228 -0.233
H -1.801363 -3.439582 5.956752 0.332 -0.064 -0.056
H -0.098198 -3.024164 5.775751 0.370 -0.038 -0.086
C 0.286555 6.602509 -0.717053 0.460 1.673 0.359
C 0.639219 5.642155 0.394473 -0.106 -0.288 0.026
C 0.500239 4.324864 -0.304021 -1.334 -0.992 0.131
O -0.621788 4.466721 -1.195964 0.967 0.452 0.123
C -0.562009 5.818410 -1.685560 -0.513 -0.637 -0.015
H 1.222194 7.006741 -1.116499 -0.143 -0.293 -0.553
H -0.213426 7.508834 -0.358136 -0.163 -0.261 0.077
H -0.107607 5.669042 1.193434 0.472 0.170 0.186
H 1.674720 5.757328 0.711406 -0.218 0.227 0.602
H 0.169879 3.551643 0.380390 0.313 -0.372 0.238
H 1.403720 3.998178 -0.807542 0.211 -0.016 -0.404
H -1.589185 6.146583 -1.753300 -0.288 0.308 0.025
H -0.166518 5.828486 -2.679901 0.394 0.002 -0.775

---

16
Properties=species:S:1:pos:R:3:forces:R:3 method="wB97M-V/def2-TZVPD" energy_ev=-9878.212 e_homo_ha=-0.3546 e_lumo_ev=0.9 smiles="C[C@@H](O)CNC=O" multiplicity=1 de_lowest_ev=1.848
C -1.758730 -0.282741 -0.387783 -0.120 0.036 -0.097
C -0.333347 -0.748874 -0.319632 0.166 0.381 -0.822
O 0.417942 0.020994 -1.387841 -0.824 -1.020 0.199
C 0.321592 -0.585242 1.099110 0.000 0.211 -0.345
N 1.574180 0.061244 0.789727 0.418 0.382 0.335
C 1.321682 1.282142 0.170515 0.501 0.475 0.930
O 0.334588 1.964746 0.392715 0.624 -0.149 0.053
H -2.448045 -0.806835 0.281838 0.211 -0.042 -0.081
H -2.085820 -0.393492 -1.423462 -0.312 0.084 0.155
H -1.724412 0.773963 -0.100750 -0.307 -0.127 -0.105
H -0.161223 -1.780208 -0.635463 -0.280 0.088 -0.116
H 0.010561 0.876088 -1.645866 -0.207 -0.989 0.652
H -0.247196 0.063762 1.773099 -0.063 -0.091 -0.356
H 0.506987 -1.524903 1.647713 -0.164 0.208 -0.606
H 2.113474 -0.559481 0.187798 0.273 0.539 0.246
H 2.157761 1.638841 -0.441718 0.083 0.014 -0.042